1.
{
  "formula": "C6H11N4O2",
  "method": "the ωB97M-V functional and the def2-TZVPD basis",
  "total_energy_ha": -604.40643,
  "relative_energy_ev": 2.4407,
  "homo_ev": -12.4,
  "fmax_ev_per_a": 5.29,
  "total_charge": 1,
  "spin_multiplicity": 1,
  "symbols": ["C", "C", "C", "C", "C", "C", "N", "N", "N", "N", "O", "O", "H", "H", "H", "H", "H", "H", "H", "H", "H", "H", "H"],
  "xyz": [[-1.14523, 0.09759, -0.26030], [-2.78939, 0.17270, -0.37804], [-0.26832, 1.46264, -0.03652], [0.73632, -1.19488, -0.81772], [1.09970, 0.86703, 0.48451], [2.68314, -0.96660, 0.72241], [-0.68538, -1.02296, -0.54189], [-3.26935, -0.93510, -0.88878], [-0.62901, 2.44856, 0.82840], [1.47826, -0.31171, 0.10890], [-3.22613, 1.19480, 0.01432], [0.00256, 1.96781, -1.33091], [0.91358, -2.19310, -0.65499], [0.93996, -0.80322, -1.84196], [1.66862, 1.47812, 1.14126], [3.04067, -1.71435, -0.04831], [3.45322, -0.36437, 0.74910], [2.33638, -1.19721, 1.75212], [-2.59350, -1.45871, -1.41664], [-4.16588, -1.07942, -1.24059], [-0.94857, 2.39159, 1.74477], [-0.92069, 3.38264, 0.53631], [-0.37557, 2.79186, -1.48636]],
  "nbo_charge": [0.216, 0.663, 0.332, -0.092, 0.262, -0.409, -0.429, -0.788, -0.868, -0.237, -0.561, -0.687, 0.234, 0.257, 0.237, 0.243, 0.221, 0.249, 0.413, 0.416, 0.415, 0.413, 0.499]
}

---

2.
{
  "formula": "C4H5LiLuO3",
  "method": "the ωB97M-V functional and the def2-TZVPD basis",
  "total_energy_ha": -1623.73943,
  "relative_energy_ev": 4.1418,
  "homo_ev": -10.1,
  "fmax_ev_per_a": 4.74,
  "total_charge": 1,
  "spin_multiplicity": 1,
  "symbols": ["Li", "O", "C", "H", "H", "H", "C", "C", "O", "C", "O", "Lu", "H", "H"],
  "xyz": [[-1.23586, -1.87423, -0.82168], [-1.33188, -0.13473, 0.25663], [-2.31361, 0.83944, 0.64326], [-2.10421, 1.13775, 1.67625], [-2.24745, 1.73468, 0.01547], [-3.27789, 0.33810, 0.53302], [2.35388, -1.35642, -0.27741], [1.52524, -0.43566, -0.78971], [0.22669, -0.68501, -1.18048], [-0.06933, 0.26841, 0.07916], [0.33688, 1.29298, 0.58774], [2.73307, 2.30177, -0.57418], [3.16848, -1.00667, 0.35830], [2.23599, -2.42040, -0.50638]],
  "nbo_charge": [0.955, -0.601, -0.261, 0.220, 0.212, 0.214, -0.550, -0.234, -0.673, 1.005, -0.611, 0.917, 0.218, 0.191]
}

---

3.
{
  "formula": "CH6N2O2SSi",
  "method": "the ωB97M-V functional and the def2-TZVPD basis",
  "total_energy_ha": -989.29231,
  "relative_energy_ev": 3.1355,
  "homo_ev": -9.4,
  "fmax_ev_per_a": 8.52,
  "total_charge": 0,
  "spin_multiplicity": 1,
  "symbols": ["C", "N", "N", "O", "O", "Si", "S", "H", "H", "H", "H", "H", "H"],
  "xyz": [[-0.60146, 0.05551, -0.44896], [0.78869, -0.60832, -0.18352], [-1.59030, 0.21743, 0.39198], [0.69755, 1.46636, -2.08594], [-1.81383, 1.74139, -1.92801], [1.32769, -1.19150, 1.32527], [-0.77761, 0.74930, -2.14719], [1.29779, 0.89705, -1.57289], [-1.53166, -0.04811, 1.36345], [-2.35396, 0.80484, 0.06114], [1.26199, -2.65344, 1.33808], [2.70778, -0.71807, 1.37927], [0.58733, -0.71244, 2.50731]],
  "nbo_charge": [0.279, -1.111, -0.754, -0.890, -0.945, 1.100, 1.528, 0.534, 0.427, 0.434, -0.192, -0.181, -0.229]
}

---

4.
{
  "formula": "AgB2H24O8",
  "method": "the ωB97M-V functional and the def2-TZVPD basis",
  "total_energy_ha": -812.60854,
  "relative_energy_ev": 0.0000,
  "homo_ev": [-10.8, -10.8],
  "fmax_ev_per_a": 6.16,
  "total_charge": 0,
  "spin_multiplicity": 2,
  "symbols": ["Ag", "B", "H", "H", "H", "H", "B", "H", "H", "H", "H", "O", "H", "H", "O", "H", "H", "O", "H", "H", "O", "H", "H", "O", "H", "H", "O", "H", "H", "O", "H", "H", "O", "H", "H"],
  "xyz": [[-0.62856, 1.55968, 1.14766], [-2.49545, 2.31950, -0.49970], [-2.14419, 1.30196, -0.42566], [-3.48255, 2.46959, -0.09062], [-1.77023, 2.88591, 0.06375], [-2.50997, 2.67650, -1.51782], [0.41731, -0.32318, 0.19758], [-0.56908, -0.32743, 0.63491], [1.16324, 0.13934, 0.82520], [0.76848, -1.31000, -0.06147], [0.30736, 0.28521, -0.68673], [2.50027, 1.41703, -1.32819], [2.50602, 0.91250, -0.51478], [2.06004, 2.23570, -1.09970], [-0.00948, 1.95382, -2.74530], [0.67581, 1.85137, -3.40569], [0.00388, 1.13124, -2.25599], [-0.23027, -1.92134, -3.73917], [-0.21852, -1.21509, -3.09318], [0.32741, -2.60142, -3.36139], [-2.29566, 0.51705, 2.37130], [-3.20200, 0.22791, 2.26561], [-2.08786, 0.32585, 3.28590], [0.23130, -2.25611, 2.32517], [0.42713, -1.79133, 1.51162], [0.48040, -3.16341, 2.14914], [-0.97512, -2.77100, -0.58148], [-0.42220, -3.31205, -1.14519], [-0.42696, -2.01868, -0.35838], [0.61174, 1.19002, 2.97388], [1.41655, 1.65474, 3.20312], [0.52946, 0.50893, 3.64140], [3.20256, -1.71307, -0.17596], [3.45823, -1.61196, 0.74091], [2.38087, -1.22786, -0.25089]],
  "lowdin_spin": [0.330, 0.268, 0.184, 0.017, 0.047, 0.031, 0.050, 0.038, 0.001, 0.013, -0.001, 0.000, 0.000, 0.000, 0.000, 0.000, 0.000, 0.000, 0.000, 0.000, -0.003, 0.000, 0.000, 0.001, 0.001, 0.000, 0.001, 0.000, 0.001, 0.016, 0.000, 0.001, 0.003, 0.000, 0.001]
}